A:
C3H7N3S | ωB97M-V with the def2-TZVPD basis set

Last columns: bonded neighbours and bond lengths (Å).
Cartesian coordinates (Å):
1 C -0.74772 -1.28957 -0.80023  N4 1.442, N6 1.420, H8 1.097, H9 1.223
2 C 0.33918 0.08123 0.73148  C3 1.541, N5 1.426, N6 1.575, H10 1.106
3 C 1.43430 1.03062 0.20915  C2 1.541, H11 1.041, H12 1.047, H13 1.122
4 N 0.29702 -1.98113 -0.08716  C1 1.442, N5 1.222
5 N 0.92173 -1.21638 0.63207  C2 1.426, N4 1.222
6 N -0.82425 0.04761 -0.32895  C1 1.420, C2 1.575, S7 1.690
7 S -2.24565 0.68410 0.32719  N6 1.690, H14 1.260
8 H -0.58766 -1.34951 -1.88337  C1 1.097
9 H -1.72059 -1.97280 -0.51462  C1 1.223
10 H -0.02235 0.35042 1.74135  C2 1.106
11 H 1.92543 0.79857 -0.67848  C3 1.041
12 H 2.19051 1.06653 0.93240  C3 1.047
13 H 0.93210 2.00587 -0.02754  C3 1.122
14 H -1.89204 1.74445 -0.25330  S7 1.260

Computed properties:
- HOMO-LUMO gap (eV) = 9.75
- HOMO (eV) = -9.0
- net charge = 0



B:
C3H7N3S | ωB97M-V with the def2-TZVPD basis set

Last columns: bonded neighbours and bond lengths (Å).
Cartesian coordinates (Å):
1 C 0.10816 -1.60287 0.07809  C2 1.504, H4 1.071, H5 1.120, H6 1.143
2 C -0.08586 -0.11179 0.03004  C1 1.504, C3 1.506, N11 1.266
3 C -1.47194 0.47754 0.02092  C2 1.506, N13 1.340, S14 1.643
4 H -0.81346 -2.13500 0.19557  C1 1.071
5 H 0.60525 -1.97928 -0.85263  C1 1.120
6 H 0.80844 -1.91581 0.92517  C1 1.143
7 H 2.80498 0.96352 -0.28285  N12 1.018
8 H 2.33671 -0.66161 -0.36717  N12 1.042
9 H -0.60895 2.32177 0.13570  N13 1.005
10 H -2.35835 2.25007 0.06177  N13 0.985
11 N 0.86528 0.72310 -0.00293  C2 1.266, N12 1.343
12 N 2.12986 0.27387 0.04249  H7 1.018, H8 1.042, N11 1.343
13 N -1.47394 1.81762 0.04520  C3 1.340, H9 1.005, H10 0.985
14 S -2.84616 -0.42113 -0.02937  C3 1.643

Computed properties:
- HOMO-LUMO gap (eV) = 8.64
- HOMO (eV) = -8.4
- net charge = 0



Which of them is the most stable, and which is the least stable? B and A, in that order.



A:
C4H14N2OS | ωB97M-V with the def2-TZVPD basis set

Last columns: bonded neighbours and bond lengths (Å).
Cartesian coordinates (Å):
1 C -0.45429 0.99116 1.15317  N2 1.488, C6 1.526, H8 1.101, H9 1.097
2 N -0.53960 1.11317 -0.32786  C1 1.488, C3 1.439, H18 1.007
3 C 0.70599 1.32984 -1.01423  N2 1.439, C4 1.516, H11 1.095, H12 1.108
4 C 0.55322 1.17945 -2.51471  C3 1.516, S5 1.844, H13 1.095, H14 1.094
5 S -0.80647 2.09683 -3.35771  C4 1.844, H10 1.317
6 C -0.01054 -0.39015 1.62462  C1 1.526, N7 1.462, H15 1.081, H16 1.106
7 N -0.78773 -1.49903 1.07271  C6 1.462, H17 1.016, H19 1.016
8 H 0.22932 1.73643 1.58775  C1 1.101
9 H -1.49365 1.21801 1.41941  C1 1.097
10 H -0.21742 2.63828 -4.40421  S5 1.317
11 H 1.46188 0.58601 -0.73989  C3 1.095
12 H 1.11138 2.33715 -0.79524  C3 1.108
13 H 1.52408 1.39322 -2.97488  C4 1.095
14 H 0.29178 0.16934 -2.84222  C4 1.094
15 H 0.05436 -0.34131 2.70229  C6 1.081
16 H 0.99566 -0.46697 1.17253  C6 1.106
17 H -1.75401 -1.38104 1.36312  N7 1.016
18 H -1.16680 1.88876 -0.46496  N2 1.007
19 H -0.78500 -1.28801 0.07876  N7 1.016
20 H 0.62982 -3.74889 2.14103  O22 0.981
21 H -0.15524 -5.00902 2.41799  O22 0.938
22 O 0.61327 -4.55323 2.70251  H20 0.981, H21 0.938

Computed properties:
- HOMO-LUMO gap (eV) = 9.94
- HOMO (eV) = -9.1
- net charge = 0



B:
C4H14N2OS | ωB97M-V with the def2-TZVPD basis set

Last columns: bonded neighbours and bond lengths (Å).
Cartesian coordinates (Å):
1 C 1.64295 -0.49350 -0.36423  N2 1.436, C6 1.532, H8 1.126, H9 1.179
2 N 0.69722 0.42721 0.20066  C1 1.436, C3 1.491, H18 1.027
3 C 0.33401 1.58506 -0.66608  N2 1.491, C4 1.527, H11 1.123, H12 1.157
4 C -0.57157 2.58373 0.05181  C3 1.527, S5 1.900, H13 1.055, H14 1.155
5 S -2.37917 2.00276 -0.01156  C4 1.900, H10 1.420
6 C 1.11217 -1.80053 -0.96273  C1 1.532, N7 1.479, H15 1.115, H16 1.080
7 N 0.30870 -2.52947 0.04311  C6 1.479, H17 1.018, H19 1.080
8 H 2.24926 0.03820 -1.15051  C1 1.126
9 H 2.56173 -0.69751 0.34577  C1 1.179
10 H -2.35152 0.59217 0.15063  S5 1.420
11 H -0.04107 1.20247 -1.65307  C3 1.123
12 H 1.32438 2.10641 -0.95823  C3 1.157
13 H -0.31572 2.93688 1.01245  C4 1.055
14 H -0.50953 3.51445 -0.62863  C4 1.155
15 H 1.82806 -2.57044 -1.33388  C6 1.115
16 H 0.43082 -1.53112 -1.75633  C6 1.080
17 H 0.95462 -2.95446 0.70519  N7 1.018
18 H -0.15280 0.05531 0.64039  N2 1.027
19 H -0.41331 -1.85857 0.48578  N7 1.080
20 H -2.21888 -0.14952 2.06143  O22 0.795
21 H -2.08678 -1.53999 1.66035  O22 0.839
22 O -2.40357 -0.91954 2.12766  H20 0.795, H21 0.839

Computed properties:
- HOMO-LUMO gap (eV) = 9.68
- HOMO (eV) = -8.9
- net charge = 0



Which of them is the most stable, and which is the least stable? A and B, in that order.



A:
C4H14N2OS | ωB97M-V with the def2-TZVPD basis set

Last columns: bonded neighbours and bond lengths (Å).
Cartesian coordinates (Å):
1 C -0.11585 1.69795 -1.71188  N2 1.454, H8 1.094, H9 1.092, H10 1.085
2 N -0.93138 0.61431 -1.18714  C1 1.454, C3 1.475, H11 1.009
3 C -0.69502 0.13515 0.18748  N2 1.475, C4 1.550, C6 1.552, H12 1.102
4 C 0.75707 0.23423 0.71921  C3 1.550, S5 1.780, H13 1.093, H14 1.087
5 S 0.88228 0.72653 2.42488  C4 1.780, H15 1.336
6 C -1.33767 -1.26868 0.34846  C3 1.552, N7 1.448, H16 1.092, H17 1.091
7 N -1.96036 -1.49964 1.63467  C6 1.448, H18 1.014, H19 1.010
8 H -0.56595 2.04911 -2.64544  C1 1.094
9 H 0.93750 1.45458 -1.86799  C1 1.092
10 H -0.23455 2.56683 -1.07292  C1 1.085
11 H -0.97572 -0.12468 -1.87325  N2 1.009
12 H -1.38094 0.80167 0.73570  C3 1.102
13 H 1.21686 1.02341 0.11939  C4 1.093
14 H 1.18352 -0.73265 0.46259  C4 1.087
15 H 1.11172 2.02949 2.24071  S5 1.336
16 H -2.09733 -1.37633 -0.42830  C6 1.092
17 H -0.50274 -1.96251 0.23748  C6 1.091
18 H -2.70130 -0.83897 1.84013  N7 1.014
19 H -1.28879 -1.35259 2.37493  N7 1.010
20 H 2.78158 -0.95124 -1.46806  O22 0.969
21 H 3.37224 -1.62786 -0.28404  O22 0.969
22 O 2.54484 -1.59812 -0.78658  H20 0.969, H21 0.969

Computed properties:
- HOMO-LUMO gap (eV) = 8.94
- HOMO (eV) = -8.5
- net charge = 0



B:
C4H14N2OS | ωB97M-V with the def2-TZVPD basis set

Last columns: bonded neighbours and bond lengths (Å).
Cartesian coordinates (Å):
1 C -0.71660 -0.25898 -0.88996  N2 1.431, C5 1.520, H8 1.108, H9 1.106
2 N -0.09366 -0.39783 0.39048  C1 1.431, C3 1.489, H10 1.008
3 C -0.91370 -0.39886 1.63388  N2 1.489, N4 1.419, H11 1.077, H12 1.091
4 N -2.19098 0.21752 1.58126  C3 1.419, H13 1.004, H14 1.002
5 C 0.24040 0.34850 -1.90219  C1 1.520, C6 1.528, H15 1.097, H16 1.085
6 C 0.71780 1.75720 -1.55187  C5 1.528, S7 1.795, H17 1.078, H18 1.099
7 S 2.47314 1.92056 -1.21244  C6 1.795, H19 1.334
8 H -1.12509 -1.22357 -1.24960  C1 1.108
9 H -1.66680 0.30742 -0.90167  C1 1.106
10 H 0.76508 0.10936 0.53331  N2 1.008
11 H -0.31082 0.09261 2.37936  C3 1.077
12 H -1.00612 -1.45021 1.91166  C3 1.091
13 H -2.22912 1.16855 1.90024  N4 1.004
14 H -2.81824 -0.00985 0.83421  N4 1.002
15 H 1.04377 -0.38651 -2.03506  C5 1.097
16 H -0.17978 0.30333 -2.90129  C5 1.085
17 H 0.43211 2.43193 -2.34242  C6 1.078
18 H 0.08518 2.13405 -0.73572  C6 1.099
19 H 2.73352 0.62632 -1.02250  S7 1.334
20 H 1.74239 -2.00764 2.47285  O22 0.967
21 H 1.48713 -2.45872 1.10554  O22 0.969
22 O 1.53039 -2.82519 2.00195  H20 0.967, H21 0.969

Computed properties:
- HOMO-LUMO gap (eV) = 9.47
- HOMO (eV) = -8.8
- net charge = 0



Which of them is the most stable, and which is the least stable? B and A, in that order.